Run w
Formula: C5H10O2
Source: OMol25
Level of theory: the ωB97M-V functional and the def2-TZVPD basis

Results
- LUMO level (alpha / beta) (eV) = 0.787 / 0.133
- HOMO level (alpha / beta) (eV) = -7.87 / -7.56
- net charge = 0

```
17
Properties=species:S:1:pos:R:3:lowdin_charge:R:1
O 2.8911 -0.0314 0.5480 -0.110
C 1.5486 -0.5870 0.3003 -0.295
C 0.4522 0.2162 0.9214 -0.085
C -0.4640 1.1533 0.3244 -0.193
C -2.0278 0.7183 -0.0347 -0.146
O -2.0393 -0.5977 -0.5617 -0.165
C -0.9368 -1.0048 -1.1832 -0.084
H 3.3593 -0.8727 0.4089 0.076
H 1.8737 -0.6177 -0.6963 0.092
H 1.3825 -1.6336 0.7353 0.131
H 0.6479 0.2267 2.0266 0.120
H -0.6300 2.0540 0.9507 0.115
H 0.0000 1.3169 -0.6700 0.113
H -2.3172 1.4986 -0.7751 0.117
H -2.7174 0.6532 0.8289 0.121
H -0.5366 -0.4601 -2.1033 0.100
H -0.4861 -2.0322 -1.0205 0.094
```



Run x
Formula: C5H10O2
Source: OMol25
Level of theory: the ωB97M-V functional and the def2-TZVPD basis

Results
- LUMO level (eV) = 1.047
- HOMO level (eV) = -9.85
- net charge = 0

```
17
Properties=species:S:1:pos:R:3:lowdin_charge:R:1
C 1.8985 -0.7439 0.8880 -0.039
C 1.1890 0.1989 -0.0802 -0.397
O 1.2353 -0.3016 -1.4037 -0.032
C -0.2481 0.4376 0.3583 -0.295
C -1.2584 1.0203 -0.6400 -0.078
C -2.1260 -0.1599 -0.1945 -0.167
O -0.9914 -0.8018 0.4153 -0.097
H 2.9217 -0.9278 0.5489 0.082
H 1.9315 -0.3294 1.9020 0.084
H 1.3654 -1.7002 0.9310 0.084
H 1.7044 1.1670 -0.1100 0.152
H 0.6433 -1.0677 -1.4156 0.099
H -0.2651 0.9410 1.3373 0.154
H -1.6327 2.0307 -0.4669 0.109
H -0.8989 0.9154 -1.6664 0.110
H -2.5898 -0.7857 -0.9635 0.116
H -2.8787 0.1070 0.5601 0.116
```



Run y
Formula: C5H10O2
Source: OMol25
Level of theory: the ωB97M-V functional and the def2-TZVPD basis

Results
- LUMO level (eV) = 0.928
- HOMO level (eV) = -9.86
- SMILES string = C[C@@]1(CCO)CO1
- net charge = 0

```
17
Properties=species:S:1:pos:R:3:lowdin_charge:R:1
C -0.4921 2.0119 0.1905 -0.012
C 0.0210 0.6263 -0.0863 -0.500
C -0.5810 -0.4796 0.7602 -0.095
C -0.1475 -1.9225 0.4277 -0.251
O 1.1432 -2.0621 -0.1178 -0.086
C 0.6155 0.3605 -1.3938 -0.059
O 1.4448 0.5310 -0.2230 -0.043
H -1.5406 2.0762 -0.1194 0.092
H -0.4196 2.2511 1.2555 0.088
H 0.0963 2.7398 -0.3752 0.090
H -1.6739 -0.4056 0.7059 0.125
H -0.3212 -0.2385 1.7978 0.124
H -0.8481 -2.3632 -0.2879 0.115
H -0.2121 -2.5243 1.3416 0.111
H 1.6272 -1.2445 0.0835 0.063
H 0.7526 1.1614 -2.1103 0.118
H 0.5401 -0.6281 -1.8387 0.120
```



Run z
Formula: C5H10O2
Source: OMol25
Level of theory: the ωB97M-V functional and the def2-TZVPD basis

Results
- LUMO level (eV) = 0.881
- HOMO level (eV) = -9.60
- SMILES string = OC[C@H]1CCOC1
- net charge = 0

```
17
Properties=species:S:1:pos:R:3:lowdin_charge:R:1
O 0.3298 -1.4718 2.0364 -0.057
C -0.6884 -1.0410 1.1518 -0.253
C -0.2099 0.2309 0.4756 -0.285
C 1.1044 0.0247 -0.2865 -0.127
C 0.9771 1.0191 -1.4324 -0.204
O -0.3989 1.0259 -1.7740 -0.131
C -1.1717 0.7406 -0.6175 -0.163
H 0.2976 -2.4308 2.1023 0.089
H -0.8914 -1.7963 0.3755 0.128
H -1.6305 -0.8642 1.6958 0.124
H -0.0712 0.9999 1.2455 0.148
H 1.9839 0.1894 0.3403 0.120
H 1.1528 -0.9994 -0.6766 0.123
H 1.5390 0.7310 -2.3261 0.121
H 1.3097 2.0236 -1.1243 0.121
H -1.9163 -0.0193 -0.8939 0.123
H -1.7160 1.6376 -0.2919 0.122
```



Computed relative energies in units of eV: run w 5.470; run x 0.440; run y 0.739; run z 0.000



Run w
Formula: C5H10O2
Source: OMol25
Level of theory: the ωB97M-V functional and the def2-TZVPD basis

Results
- LUMO level (eV) = 0.902
- HOMO level (eV) = -9.31
- SMILES string = CO[C@H]1C[C@H]1CO
- net charge = 0

```
17
Properties=species:S:1:pos:R:3:lowdin_charge:R:1
C -1.3532 -0.3343 -1.8290 -0.102
O -0.6423 -0.9341 -0.7805 -0.154
C -0.7504 -0.3209 0.4710 -0.307
C -0.0081 -1.0950 1.5201 -0.037
C 0.4526 0.2886 1.1481 -0.222
C 1.6532 0.5919 0.3066 -0.232
O 1.5724 1.9176 -0.1964 -0.060
H -1.0236 0.6976 -2.0108 0.085
H -2.4419 -0.3282 -1.6559 0.092
H -1.1553 -0.9314 -2.7215 0.092
H -1.6786 0.2430 0.6199 0.152
H -0.4240 -1.3112 2.5014 0.104
H 0.5953 -1.9086 1.1161 0.118
H 0.1801 1.0530 1.8704 0.142
H 2.5896 0.5403 0.8692 0.125
H 1.6684 -0.1538 -0.5022 0.124
H 0.7659 1.9855 -0.7263 0.079
```



Run x
Formula: C5H10O2
Source: OMol25
Level of theory: the ωB97M-V functional and the def2-TZVPD basis

Results
- LUMO level (eV) = 0.589
- HOMO level (eV) = -8.87
- net charge = 0

```
17
Properties=species:S:1:pos:R:3:lowdin_charge:R:1
O 2.2895 0.9770 0.5375 -0.234
C 1.3997 -0.6533 -0.0685 0.084
C 0.0164 -0.8416 0.4281 -0.283
C -0.2372 0.6535 0.7019 -0.160
C -1.3743 1.0027 -0.2106 -0.214
O -1.4670 -0.0090 -1.1910 -0.120
C -1.0330 -1.2090 -0.6225 -0.180
H 2.5325 1.4240 -0.2994 0.033
H 1.5074 -0.4361 -1.1261 0.117
H 2.1887 -1.2112 0.3887 0.092
H -0.0534 -1.4803 1.3150 0.146
H -0.4266 0.8631 1.7557 0.120
H 0.7800 1.2738 0.4146 0.105
H -1.2152 1.9376 -0.7495 0.121
H -2.2867 1.1091 0.3853 0.116
H -0.7112 -1.8291 -1.4648 0.130
H -1.8687 -1.7175 -0.1228 0.127
```



Run y
Formula: C5H10O2
Source: OMol25
Level of theory: the ωB97M-V functional and the def2-TZVPD basis

Results
- LUMO level (eV) = 1.016
- HOMO level (eV) = -9.44
- SMILES string = CO[C@H]1C[C@H]1CO
- net charge = 0

```
17
Properties=species:S:1:pos:R:3:lowdin_charge:R:1
C -2.3371 -0.2234 -0.2706 -0.093
O -0.9883 -0.6421 -0.3104 -0.165
C -0.2516 -0.2148 0.8117 -0.303
C 0.9469 -1.0037 1.2095 -0.048
C 1.1120 0.3701 0.5903 -0.188
C 1.6752 0.4931 -0.8233 -0.228
O 0.7490 0.9716 -1.7723 -0.063
H -2.4227 0.8517 -0.0588 0.097
H -2.9046 -0.7857 0.4850 0.093
H -2.7660 -0.4222 -1.2545 0.092
H -0.8685 0.2153 1.6005 0.149
H 1.1558 -1.1588 2.2649 0.103
H 1.1913 -1.8448 0.5651 0.115
H 1.3799 1.1736 1.2702 0.134
H 2.5034 1.2098 -0.8177 0.119
H 2.0968 -0.4765 -1.1327 0.119
H -0.0136 0.3763 -1.7000 0.067
```



Run z
Formula: C5H10O2
Source: OMol25
Level of theory: the ωB97M-V functional and the def2-TZVPD basis

Results
- LUMO level (eV) = 0.834
- HOMO level (eV) = -9.55
- SMILES string = OCCC1COC1
- net charge = 0

```
17
Properties=species:S:1:pos:R:3:lowdin_charge:R:1
O 2.1200 0.2242 0.7453 -0.120
C 2.0733 -0.9295 -0.0603 -0.207
C 0.4365 -0.8580 -0.3569 -0.085
C -0.4772 0.4687 -0.1952 -0.219
C -2.0009 0.2170 -0.4874 -0.168
O -2.3982 0.6802 0.8034 -0.123
C -1.0375 0.9160 1.1865 -0.160
H 2.1524 0.9647 0.1455 0.076
H 2.7156 -1.6509 0.5337 0.124
H 2.7052 -0.8624 -0.9834 0.102
H -0.0713 -1.5777 0.2871 0.099
H 0.3264 -1.1135 -1.4076 0.087
H -0.1358 1.3350 -0.7809 0.127
H -2.2727 -0.8354 -0.6409 0.114
H -2.4795 0.8158 -1.2793 0.117
H -0.9024 1.9699 1.4712 0.118
H -0.7345 0.2786 2.0213 0.117
```



Computed relative energies in units of eV: run w 0.088; run x 2.010; run y 0.000; run z 1.215